DFT (ωB97M-V/def2-TZVPD) results for 3 unconnected molecules or ions with the total composition C11H21BrN3O12P2S2 at a distorted geometry.

Cartesian coordinates (Å):
C 2.174 -4.939 -1.853
C 2.001 -3.907 -1.272
C 1.781 -2.678 -0.491
N 1.235 -3.047 0.839
C -0.042 -2.962 1.029
N -0.946 -2.451 0.066
C -1.681 -1.523 0.960
C -1.850 -2.334 2.283
P -1.790 -1.289 3.844
O -0.646 -2.023 4.741
Br -3.707 -1.927 4.821
N -0.728 -3.307 2.186
C -1.053 -4.744 2.250
P 2.391 -3.577 2.033
O 3.641 -2.845 1.880
O 2.517 -5.126 1.730
O 1.718 -3.370 3.441
H 2.300 -5.962 -2.128
H 1.078 -2.038 -1.018
H 2.729 -2.157 -0.378
H -1.599 -3.210 -0.136
H -1.001 -0.689 1.149
H -2.597 -1.139 0.532
H -2.753 -2.956 2.230
H -0.624 -2.982 4.604
H -1.874 -4.961 1.558
H -0.190 -5.350 1.967
H -1.328 -5.029 3.263
H 3.454 -5.374 1.751
H 2.362 -3.529 4.148
C 0.200 3.631 -0.108
C -0.307 3.074 1.206
O -1.697 2.800 0.961
S -1.898 2.366 -0.566
O -1.937 0.941 -0.637
O -2.928 3.150 -1.131
O -0.479 2.851 -1.111
H -0.080 4.672 -0.229
H 1.273 3.529 -0.219
H -0.205 3.775 2.029
H 0.190 2.135 1.464
C -0.326 5.415 -5.207
C 0.904 6.297 -5.165
O 0.856 6.902 -3.864
S 0.208 5.884 -2.818
O 1.249 5.212 -2.119
O -0.834 6.543 -2.122
O -0.414 4.866 -3.882
H -1.230 5.993 -5.402
H -0.242 4.612 -5.934
H 0.899 7.066 -5.932
H 1.823 5.711 -5.241

Cartesian forces (eV/Å) of the 6 atoms listed first:
C -0.1 -0.3 0.7
C 0.0 0.3 0.1
C 0.6 -0.6 -1.1
N -0.4 0.0 0.5
C -1.9 -0.6 0.1
N 0.5 0.8 0.1

Summary:
Largest force on an atom, eV/A: 1.97
Total charge: +1
Energy above the lowest of the compared OMol25 structures with the same formula, charge and spin, kJ/mol: 0.0
E_LUMO, hartree: -0.14867
Molecular weight, g/mol: 593.284
Calculated total energy, Eh: -5551.7652

DFT (ωB97M-V/def2-TZVPD) results for 5 unconnected molecules or ions with the total composition C11H21Cl13N3O4P2S at a distorted geometry.

Cartesian coordinates (Å):
C 2.396 3.264 0.885
C 2.983 3.193 -0.493
O 3.361 4.147 -1.115
O 3.083 1.917 -0.950
C 3.140 1.794 -2.377
C 1.767 1.751 -3.021
C 0.863 0.652 -2.462
C 0.210 1.052 -1.127
N -1.269 0.869 -1.099
P -1.793 -0.824 -1.072
O -2.688 -1.061 0.066
C -1.989 1.653 -1.877
N -1.487 2.791 -2.443
N -3.320 1.248 -2.001
S -3.802 1.302 -3.678
P -4.516 2.152 -0.942
O -4.670 3.565 -1.703
Cl -3.250 2.694 0.581
H 1.468 2.694 0.924
H 2.202 4.298 1.140
H 3.070 2.798 1.601
H 3.644 0.848 -2.577
H 3.743 2.569 -2.843
H 1.940 1.574 -4.083
H 1.293 2.735 -2.952
H 0.087 0.432 -3.199
H 1.483 -0.231 -2.320
H 0.431 2.090 -0.907
H 0.637 0.485 -0.303
H -2.412 -1.105 -2.295
H -0.647 -1.625 -0.973
H -1.227 3.579 -1.870
H -1.318 2.850 -3.434
H -4.571 2.405 -3.672
H -3.903 4.153 -1.640
C -1.846 -3.346 3.046
Cl -0.259 -3.093 3.778
Cl -2.007 -5.003 2.458
Cl -3.130 -2.967 4.192
H -1.945 -2.675 2.202
C 6.932 0.139 -2.320
Cl 5.854 -1.215 -1.957
Cl 6.829 0.576 -4.024
Cl 6.558 1.523 -1.296
H 7.946 -0.175 -2.110
C 2.153 -3.784 6.905
Cl 1.630 -2.417 7.887
Cl 2.856 -3.225 5.381
Cl 3.291 -4.798 7.783
H 1.281 -4.379 6.668
C -6.116 -5.526 3.138
Cl -6.145 -6.904 4.233
Cl -6.322 -6.047 1.464
Cl -7.351 -4.344 3.577
H -5.148 -5.049 3.225

Cartesian forces (eV/Å) of the 6 atoms listed first:
C -0.1 -0.3 0.0
C 0.5 0.3 0.2
O -0.3 -0.1 -0.2
O -0.7 0.2 -0.2
C 0.5 -0.5 -0.5
C 0.1 0.2 0.0

Summary:
Largest force on an atom, eV/A: 2.63
Total charge: +1
E_LUMO, hartree: -0.18604
Molecular weight, g/mol: 814.210
Calculated total energy, Eh: -7960.1360

DFT (ωB97M-V/def2-TZVPD) results for a molecular structure, C11H21ClF3O4P2Rh at a distorted geometry.

Cartesian coordinates (Å):
C 0.392 -0.208 -5.569
C 0.516 -0.057 -4.094
H 1.400 -0.156 -5.987
H -0.205 0.625 -5.964
H -0.086 -1.158 -5.841
O 1.504 0.239 -3.460
Cl -1.066 -0.346 -3.287
Rh 0.111 0.028 0.952
P -0.091 2.186 0.226
C 1.246 3.176 0.937
C 0.003 2.506 -1.542
H -0.015 3.592 -1.709
H -1.825 3.844 0.397
H -0.847 2.031 -2.045
H -2.488 2.174 0.327
H 2.199 2.898 0.471
H 0.930 2.070 -1.935
C -1.702 2.813 0.750
H 1.050 4.240 0.768
H -1.771 2.768 1.844
H 1.294 2.964 2.012
P 0.100 -2.207 0.484
C 1.498 -2.975 1.329
C -1.434 -2.915 1.114
H -0.501 -2.151 -1.812
H 0.141 -3.765 -1.360
H 1.255 -2.355 -1.611
C 0.273 -2.680 -1.243
H -2.291 -2.417 0.642
H -1.449 -3.989 0.897
H 1.381 -4.064 1.295
H 1.499 -2.620 2.366
H -1.484 -2.737 2.196
H 2.435 -2.682 0.840
C 1.781 0.047 0.255
O 2.870 0.070 -0.152
F -0.619 0.310 5.604
C -0.440 0.223 4.272
F 0.275 1.339 3.884
F 0.375 -0.869 4.041
C -1.762 0.100 3.451
O -2.803 0.087 4.094
O -1.649 0.021 2.164

Cartesian forces (eV/Å) of the 6 atoms listed first:
C 0.4 0.0 -0.3
C 1.9 0.5 0.6
H -0.2 0.0 0.0
H 0.0 -0.2 0.1
H 0.0 0.3 0.1
O -2.2 -0.7 -0.8

Summary:
2S+1: 5
Largest force on an atom, eV/A: 7.03
Total charge: +2
Energy above the lowest of the compared OMol25 structures with the same formula, charge and spin, kJ/mol: 0.0
E_LUMO (alpha / beta), hartree: -0.26304 / -0.43702
Molecular weight, g/mol: 474.586
⟨S²⟩: 6.014
Calculated total energy, Eh: -2285.0378

DFT (ωB97M-V/def2-TZVPD) results for 3 unconnected molecules or ions with the total composition C11H21ClFNO9S2 at a distorted geometry.

Cartesian coordinates (Å):
O -0.387 0.951 1.634
C -0.384 1.844 0.837
Cl 0.177 1.637 -0.809
C -0.889 3.259 1.166
N -1.685 3.795 0.042
C -3.129 3.909 0.320
S -3.867 2.421 0.994
O -5.275 2.621 0.858
O -3.337 1.255 0.372
S -1.089 5.206 -0.579
O -2.173 6.021 -0.990
O -0.100 4.954 -1.550
F -0.414 5.929 0.633
H 0.015 3.835 1.335
H -1.426 3.250 2.108
H -3.635 4.062 -0.626
H -3.401 4.767 0.931
H -3.614 2.479 2.332
C -0.832 -4.828 -0.421
C -1.493 -3.553 0.062
O -0.796 -2.395 -0.403
C -0.994 -1.835 -1.604
C -1.802 -2.569 -2.648
O -0.458 -0.787 -1.842
H -0.845 -4.903 -1.508
H -1.340 -5.700 -0.009
H 0.214 -4.849 -0.111
H -2.550 -3.502 -0.205
H -1.443 -3.505 1.148
H -1.122 -3.123 -3.292
H -2.335 -1.830 -3.242
H -2.547 -3.246 -2.238
C 4.498 -0.086 1.717
C 5.026 -0.926 0.572
O 4.473 -2.242 0.584
C 3.280 -2.545 0.034
C 2.353 -1.431 -0.386
O 2.956 -3.697 -0.045
H 3.419 0.057 1.649
H 4.976 0.894 1.724
H 4.697 -0.580 2.668
H 4.870 -0.449 -0.397
H 6.100 -1.061 0.684
H 1.652 -1.237 0.424
H 1.800 -1.758 -1.259
H 2.855 -0.507 -0.661

Cartesian forces (eV/Å) of the 6 atoms listed first:
O 0.2 0.8 -0.5
C -0.5 -0.8 0.5
Cl 0.1 0.6 0.7
C 0.6 -0.8 -0.9
N 0.1 1.0 1.5
C 0.4 0.0 -0.3

Summary:
Largest force on an atom, eV/A: 2.48
Total charge: 0
E_LUMO, hartree: -0.00156
Molecular weight, g/mol: 429.872
Calculated total energy, Eh: -2520.0228
SMILES: O=C(Cl)CN(C[SH](=O)=O)S(=O)(=O)F.CCOC(C)=O.CCOC(C)=O

DFT (ωB97M-V/def2-TZVPD) results for 7 unconnected molecules or ions with the total composition C11H21F2N5O16 at a distorted geometry.

Cartesian coordinates (Å):
O 3.415 2.233 -2.961
C 2.306 2.547 -2.739
O 1.414 3.190 -3.529
C 0.228 3.504 -2.768
C 0.378 2.633 -1.498
F -0.471 1.561 -1.516
O 1.681 2.214 -1.489
H 0.217 4.559 -2.378
H -0.686 3.229 -3.268
H 0.183 3.169 -0.550
O -5.840 -0.230 -2.415
C -4.801 -0.594 -2.727
O -4.453 -1.570 -3.689
C -3.037 -1.756 -3.577
C -2.519 -0.529 -2.964
F -2.232 0.346 -4.014
O -3.602 -0.001 -2.272
H -2.708 -2.599 -3.019
H -2.674 -1.881 -4.624
H -1.648 -0.638 -2.315
C 2.093 -3.255 -2.179
N 1.056 -2.303 -2.681
O 0.183 -2.688 -3.401
O 1.150 -1.113 -2.390
H 2.982 -2.640 -2.274
H 2.131 -4.091 -2.870
H 1.864 -3.609 -1.173
C 4.381 -0.240 3.643
N 3.033 -0.480 4.294
O 2.884 -0.100 5.415
O 2.143 -0.983 3.669
H 4.805 0.725 3.948
H 4.306 -0.202 2.590
H 5.016 -1.045 3.932
C 1.618 3.560 4.046
N 1.891 2.969 2.717
O 1.126 3.211 1.810
O 2.752 2.090 2.703
H 1.050 2.812 4.530
H 0.978 4.404 3.867
H 2.532 3.765 4.576
C 1.228 -0.008 0.897
N 0.088 -1.019 0.516
O 0.386 -2.235 0.341
O -1.055 -0.611 0.446
H 1.827 0.111 -0.016
H 1.800 -0.489 1.673
H 0.668 0.889 1.238
C -4.161 -1.955 1.675
N -4.531 -3.015 2.573
O -5.267 -3.858 2.116
O -4.126 -2.993 3.753
H -3.455 -1.290 2.187
H -4.905 -1.282 1.327
H -3.621 -2.417 0.817

Cartesian forces (eV/Å) of the 6 atoms listed first:
O 0.2 0.2 -0.4
C -1.4 -0.7 1.4
O 0.0 0.2 0.6
C 0.6 0.2 1.8
C -0.5 0.9 0.6
F 0.0 -0.3 -0.2

Summary:
Largest force on an atom, eV/A: 5.26
Total charge: 0
Energy above the lowest of the compared OMol25 structures with the same formula, charge and spin, kJ/mol: 79.5
E_LUMO, hartree: -0.02785
Molecular weight, g/mol: 517.304
Calculated total energy, Eh: -2108.6242
SMILES: O=C1OC[C@@H](F)O1.O=C1OC[C@@H](F)O1.C[N+](=O)[O-].C[N+](=O)[O-].C[N+](=O)[O-].C[N+](=O)[O-].C[N+](=O)[O-]